[1]
{
  "formula": "C2H2IN",
  "method": "ωB97M-V/def2-TZVPD",
  "species": ["C", "C", "N", "I", "H", "H"],
  "xyz": [[-0.411, -0.337, 0.121], [0.654, 0.565, 0.016], [-0.117, -0.128, 1.295], [-2.259, -1.941, -1.039], [1.557, 0.219, -0.156], [0.576, 1.622, -0.237]],
  "lowdin_charge": [-0.4807, -0.0554, 0.1612, 0.2499, 0.0268, 0.0982],
  "de_lowest_kcal_mol": 72.9,
  "total_energy_ev": -11692.982,
  "multiplicity": 1,
  "orbital_gap_ev": 7.64
}

=====

[2]
{
  "formula": "C5H2F15NaO16S5",
  "method": "ωB97M-V/def2-TZVPD",
  "species": ["Na", "C", "F", "F", "F", "S", "O", "O", "O", "C", "F", "F", "F", "S", "O", "O", "O", "C", "F", "F", "F", "S", "O", "O", "O", "C", "F", "F", "F", "S", "O", "O", "O", "C", "F", "F", "F", "S", "O", "O", "O", "O", "H", "H"],
  "xyz": [[17.131, 1.908, 16.464], [16.938, 3.255, 11.616], [16.199, 4.361, 11.801], [16.710, 2.806, 10.356], [18.238, 3.628, 11.660], [16.617, 1.954, 12.973], [15.282, 1.492, 12.656], [17.709, 0.992, 12.756], [16.731, 2.759, 14.186], [13.574, -1.232, 17.623], [13.912, -1.212, 18.933], [12.901, -2.391, 17.440], [12.748, -0.239, 17.379], [15.123, -1.163, 16.575], [15.836, -0.001, 17.139], [15.797, -2.428, 16.833], [14.600, -0.976, 15.232], [18.901, 0.659, 20.281], [20.071, 0.284, 20.847], [18.577, -0.229, 19.341], [17.950, 0.586, 21.230], [19.119, 2.424, 19.582], [20.454, 2.423, 19.023], [18.025, 2.528, 18.634], [18.988, 3.238, 20.782], [21.265, 3.198, 13.164], [20.604, 2.228, 12.544], [22.588, 3.060, 12.868], [20.863, 4.385, 12.688], [21.052, 3.105, 15.053], [21.762, 4.312, 15.515], [19.606, 3.078, 15.232], [21.751, 1.870, 15.403], [13.884, 5.115, 15.620], [14.339, 6.154, 16.352], [12.635, 5.443, 15.196], [14.646, 5.020, 14.538], [13.846, 3.549, 16.677], [15.175, 3.518, 17.286], [12.783, 3.845, 17.625], [13.593, 2.485, 15.733], [19.153, 0.182, 15.875], [19.034, -0.524, 16.522], [20.110, 0.330, 15.823]],
  "lowdin_charge": [0.3647, -0.6240, 0.0944, 0.0684, 0.0801, 0.4931, -0.3257, -0.3362, -0.3151, -0.6664, 0.0848, 0.0709, 0.1445, 0.4947, -0.3223, -0.3584, -0.3117, -0.6380, 0.0696, 0.1205, 0.0932, 0.4770, -0.3209, -0.3046, -0.3637, -0.6492, 0.1255, 0.0564, 0.0975, 0.4972, -0.3719, -0.2955, -0.3581, -0.6425, 0.0819, 0.0639, 0.1282, 0.4671, -0.3137, -0.3648, -0.3044, -0.0394, 0.0351, 0.0179],
  "de_lowest_kcal_mol": 0.0,
  "total_energy_ev": -137333.864,
  "multiplicity": 1,
  "orbital_gap_ev": 6.74,
  "charge": -4
}

=====

[3]
{
  "formula": "C16H28F7NOP",
  "method": "ωB97M-V/def2-TZVPD",
  "species": ["C", "C", "C", "N", "O", "C", "C", "C", "C", "C", "C", "C", "P", "C", "C", "C", "C", "F", "F", "C", "F", "F", "C", "F", "F", "F", "H", "H", "H", "H", "H", "H", "H", "H", "H", "H", "H", "H", "H", "H", "H", "H", "H", "H", "H", "H", "H", "H", "H", "H", "H", "H", "H", "H"],
  "xyz": [[-0.756, -1.693, -3.771], [0.390, -0.934, -3.352], [0.724, -0.237, -2.008], [-0.371, 0.411, -1.151], [0.454, 0.816, -0.105], [-0.092, 1.290, 1.111], [0.300, 0.353, 2.387], [-0.958, 0.168, 3.394], [1.517, 0.940, 3.240], [2.894, 0.104, 3.034], [2.748, -1.387, 3.606], [3.365, 0.190, 1.504], [-1.487, -0.838, -0.347], [-0.731, -2.591, -0.493], [-3.136, -1.005, -1.227], [-3.955, -2.154, -0.410], [-1.095, 1.522, -1.807], [-1.756, 1.158, -3.013], [-2.219, 1.963, -1.037], [-0.329, 2.868, -2.132], [-1.369, 3.781, -2.487], [0.275, 3.515, -1.030], [0.694, 2.934, -3.335], [0.601, 1.984, -4.327], [2.008, 2.974, -2.807], [0.533, 4.187, -3.964], [-0.682, -2.838, -3.798], [-1.726, -1.165, -4.048], [1.187, -0.832, -4.178], [1.471, 0.618, -2.218], [1.363, -0.952, -1.375], [0.439, 2.284, 1.362], [-1.187, 1.525, 1.232], [0.597, -0.679, 2.015], [-1.144, -0.957, 3.534], [-1.928, 0.600, 2.991], [-0.782, 0.624, 4.417], [1.335, 0.917, 4.374], [1.771, 2.034, 3.004], [3.657, 0.650, 3.698], [1.808, -1.435, 4.267], [2.667, -2.128, 2.744], [3.630, -1.656, 4.288], [3.010, -0.757, 0.983], [4.496, 0.316, 1.499], [2.909, 1.134, 1.049], [-1.211, -3.149, 0.394], [0.382, -2.621, -0.290], [-1.071, -3.155, -1.414], [-3.803, -0.074, -1.163], [-3.111, -1.316, -2.312], [-3.512, -2.243, 0.650], [-5.048, -1.898, -0.273], [-3.768, -3.163, -0.903]],
  "lowdin_charge": [-0.0014, -0.1299, -0.1124, -0.2612, -0.1515, -0.1910, -0.2931, -0.0734, -0.1682, -0.3878, -0.0871, -0.0815, 1.1230, -0.2270, -0.3891, -0.1437, -0.2757, 0.1102, 0.0839, -0.1876, 0.0999, 0.1143, -0.3529, 0.1425, 0.1033, 0.1229, 0.0937, 0.0735, 0.1395, 0.1421, 0.1515, 0.1423, 0.1123, 0.1154, 0.0869, 0.0705, 0.0788, 0.1149, 0.1195, 0.1341, 0.0827, 0.0704, 0.0879, 0.0658, 0.0884, 0.0744, 0.0719, 0.0563, 0.0469, 0.0950, 0.0619, 0.0656, 0.0887, 0.0834],
  "smiles": "C=CC[N@+](OC[C@H](C)CC(C)C)(P(C)CC)C(F)(F)C(F)(F)C(F)(F)F",
  "total_energy_ev": -48878.316,
  "multiplicity": 1,
  "orbital_gap_ev": 7.42,
  "charge": 1
}

=====

[4]
{
  "formula": "C28H44BCl2F4N4O2Si3Ti",
  "method": "ωB97M-V/def2-TZVPD",
  "species": ["Ti", "C", "Si", "C", "C", "C", "Si", "C", "C", "C", "Si", "C", "C", "C", "C", "C", "C", "C", "N", "H", "H", "H", "H", "H", "H", "H", "H", "H", "H", "H", "H", "H", "H", "H", "H", "H", "H", "H", "H", "H", "H", "H", "H", "H", "H", "H", "H", "Cl", "C", "C", "C", "Cl", "C", "O", "C", "C", "O", "C", "H", "H", "H", "C", "C", "N", "C", "N", "C", "C", "C", "N", "C", "H", "H", "H", "H", "H", "H", "H", "H", "H", "H", "H", "H", "H", "F", "B", "F", "F", "F"],
  "xyz": [[-0.374, 0.037, -0.219], [-2.847, 0.436, 0.961], [-2.225, -1.151, 1.820], [-3.607, -2.381, 1.796], [-1.959, -0.627, 3.594], [-0.631, -1.681, 0.968], [-0.633, -3.302, -0.073], [0.750, -3.302, -1.347], [-0.354, -4.798, 1.026], [-2.172, -3.704, -1.035], [0.807, -1.782, 2.144], [2.403, -2.397, 1.400], [0.386, -2.902, 3.600], [1.584, -0.222, 3.133], [2.220, -0.638, 4.309], [2.907, 0.223, 5.139], [2.967, 1.571, 4.823], [2.365, 1.971, 3.664], [1.729, 1.100, 2.852], [-2.872, 1.262, 1.672], [-3.823, 0.290, 0.502], [-2.251, 0.829, 0.120], [-4.367, -2.050, 2.509], [-3.275, -3.375, 2.102], [-4.079, -2.456, 0.819], [-2.846, -0.076, 3.920], [-1.103, 0.040, 3.721], [-1.841, -1.476, 4.264], [1.496, -2.517, -1.239], [0.314, -3.206, -2.344], [1.278, -4.258, -1.314], [0.591, -4.802, 1.567], [-0.352, -5.671, 0.368], [-1.157, -4.943, 1.750], [-3.117, -3.631, -0.508], [-2.249, -3.126, -1.955], [-2.035, -4.752, -1.317], [2.277, -3.396, 0.984], [3.147, -2.464, 2.199], [2.804, -1.764, 0.611], [1.205, -3.588, 3.831], [-0.478, -3.506, 3.341], [0.135, -2.356, 4.507], [2.170, -1.681, 4.578], [3.383, -0.151, 6.035], [3.464, 2.295, 5.452], [2.355, 3.002, 3.344], [5.556, 3.876, -0.246], [4.329, 2.661, -0.353], [4.382, 1.721, -1.366], [3.379, 0.771, -1.452], [3.429, -0.411, -2.711], [2.333, 0.749, -0.538], [1.348, -0.172, -0.694], [2.303, 1.680, 0.499], [1.210, 1.700, 1.558], [0.080, 1.018, 1.253], [3.299, 2.645, 0.572], [5.185, 1.730, -2.089], [0.976, 2.741, 1.806], [3.275, 3.412, 1.335], [-0.949, 1.714, -5.354], [0.071, 0.764, -4.761], [0.248, 1.057, -3.336], [-0.373, 2.035, -2.648], [-0.418, 1.938, -1.317], [-0.880, 3.142, -0.618], [-2.066, 3.759, -1.335], [-1.619, 4.157, -2.724], [-0.857, 3.075, -3.344], [-0.685, 3.101, -4.796], [-1.957, 1.406, -5.075], [-0.878, 1.710, -6.440], [1.036, 0.875, -5.261], [-0.253, -0.273, -4.862], [0.648, 0.321, -2.780], [-0.065, 3.875, -0.542], [-1.158, 2.868, 0.399], [-2.441, 4.635, -0.805], [-2.869, 3.023, -1.395], [-0.993, 5.054, -2.676], [-2.468, 4.384, -3.370], [0.326, 3.438, -5.049], [-1.386, 3.833, -5.193], [-2.535, -1.293, -3.668], [-2.799, -0.573, -2.560], [-3.658, -1.096, -1.665], [-2.896, 0.766, -2.732], [-1.299, -0.743, -1.738]],
  "lowdin_charge": [1.0592, -0.1362, 0.4290, -0.1560, -0.1656, -0.5190, 0.4389, -0.1598, -0.1784, -0.1471, 0.5314, -0.1409, -0.1737, -0.0985, -0.0428, -0.0008, -0.0047, -0.0140, 0.0431, 0.0584, 0.0630, -0.0174, 0.0483, 0.0418, 0.0263, 0.0485, 0.0270, 0.0306, -0.0046, 0.0429, 0.0458, 0.0202, 0.0450, 0.0341, 0.0204, 0.0214, 0.0518, 0.0352, 0.0484, 0.0333, 0.0545, 0.0284, 0.0318, 0.0951, 0.1285, 0.1261, 0.1347, 0.7104, -0.6490, -0.0977, -0.5575, 0.7758, -0.3151, -0.2287, -0.0742, -0.2881, -0.2480, -0.0476, 0.1172, 0.1594, 0.1106, -0.1364, -0.1449, 0.1076, -0.3562, -0.0179, -0.2083, -0.1444, -0.1299, -0.0184, -0.1191, 0.1185, 0.1254, 0.1213, 0.1255, 0.0857, 0.1292, 0.0949, 0.1243, 0.1168, 0.1321, 0.1291, 0.1357, 0.1257, 0.2158, -1.1227, 0.2129, 0.2078, -0.1613],
  "de_lowest_kcal_mol": 7.7,
  "total_energy_ev": -123153.106,
  "multiplicity": 1,
  "orbital_gap_ev": 7.88,
  "charge": 1
}